1.
{"formula": "C18H37IrO2P3", "method": "the ωB97M-V functional and the def2-TZVPD basis", "e_above_lowest_kj_mol": 228.11, "homo_ev": [-20.038, -22.419], "s_squared": 8.790, "charge": 4, "gap_ev": [6.7, 5.0], "multiplicity": 6, "largest_force_ev_per_a": 5.4, "e_tot_ev": -54016.55226, "species": ["Ir", "P", "P", "P", "H", "C", "C", "H", "C", "C", "C", "C", "C", "C", "C", "C", "C", "H", "H", "H", "H", "H", "H", "H", "H", "H", "H", "H", "H", "H", "H", "H", "H", "H", "H", "H", "H", "H", "H", "H", "H", "H", "H", "H", "H", "H", "C", "C", "C", "C", "C", "C", "O", "H", "H", "H", "H", "H", "H", "O", "C"], "xyz": [[-0.153, 0.609, -0.856], [1.209, -0.452, 0.671], [1.043, 2.530, -0.641], [-1.399, -1.644, -0.796], [0.488, 2.831, -4.409], [-0.422, 2.203, -4.403], [-1.477, 2.492, -3.640], [-1.585, 3.486, -3.178], [2.621, -1.195, -0.191], [2.012, 0.624, 1.931], [0.721, -1.828, 1.808], [0.430, 3.848, -1.700], [1.011, 3.370, 1.007], [2.768, 2.247, -1.147], [-2.839, -1.908, -1.874], [-2.169, -2.270, 0.777], [-0.308, -3.016, -1.326], [-0.466, 1.468, -5.226], [-2.375, 1.869, -3.606], [3.417, -1.334, 0.549], [2.962, -0.537, -0.993], [2.340, -2.169, -0.602], [2.507, -0.014, 2.673], [1.255, 1.230, 2.450], [2.768, 1.276, 1.470], [0.594, -2.775, 1.266], [-0.220, -1.555, 2.306], [1.489, -1.978, 2.586], [0.890, 4.825, -1.518], [-0.645, 3.928, -1.525], [0.570, 3.564, -2.741], [1.919, 3.208, 1.599], [0.156, 2.997, 1.588], [0.886, 4.448, 0.847], [3.261, 3.207, -1.332], [2.788, 1.670, -2.080], [3.334, 1.696, -0.391], [-3.524, -2.622, -1.418], [-2.500, -2.290, -2.837], [-3.338, -0.952, -2.038], [-3.109, -2.770, 0.500], [-2.391, -1.405, 1.425], [-1.508, -2.994, 1.282], [-0.988, -3.804, -1.662], [0.319, -3.402, -0.520], [0.315, -2.687, -2.168], [-1.086, -0.639, -4.201], [0.171, -0.977, -4.783], [0.135, -1.740, -5.928], [-1.090, -2.014, -6.572], [-2.287, -1.507, -6.070], [-2.297, -0.769, -4.923], [-1.222, -0.098, -3.049], [0.621, 0.165, -2.346], [1.101, -0.637, -4.314], [1.058, -2.069, -6.383], [-1.102, -2.637, -7.467], [-3.221, -1.606, -6.618], [-3.183, -0.317, -4.441], [-2.227, 1.380, 1.218], [-1.431, 1.173, 0.394]]}

2.
{"formula": "C18H37KN2O7S", "method": "the ωB97M-V functional and the def2-TZVPD basis", "e_above_lowest_kj_mol": 76.73, "homo_ev": -6.736, "charge": 0, "gap_ev": 6.9, "multiplicity": 1, "largest_force_ev_per_a": 0.5, "e_tot_ev": -63738.45912, "species": ["K", "C", "C", "O", "C", "C", "O", "C", "C", "O", "C", "C", "O", "C", "C", "O", "C", "C", "O", "H", "H", "H", "H", "H", "H", "H", "H", "H", "H", "H", "H", "H", "H", "H", "H", "H", "H", "H", "H", "H", "H", "H", "H", "S", "C", "N", "C", "C", "N", "H", "H", "H", "H", "H", "H", "C", "C", "C", "O", "H", "H", "H", "H", "H", "H", "H"], "xyz": [[-0.008, 0.647, 0.293], [-0.355, -2.824, 0.170], [-0.512, -2.273, -1.245], [0.374, -1.213, -1.563], [1.609, -1.512, -2.176], [2.577, -2.300, -1.303], [2.670, -1.786, 0.005], [3.840, -1.074, 0.359], [3.785, 0.419, 0.037], [2.629, 1.048, 0.536], [2.686, 1.684, 1.798], [2.829, 0.695, 2.948], [1.953, -0.390, 2.707], [1.148, -0.828, 3.778], [-0.034, 0.098, 4.040], [-0.776, 0.399, 2.878], [-1.872, -0.433, 2.548], [-1.533, -1.845, 2.068], [-0.470, -1.801, 1.143], [0.626, -3.284, 0.302], [-1.117, -3.598, 0.317], [-1.513, -1.850, -1.354], [-0.400, -3.105, -1.953], [2.037, -0.540, -2.427], [1.451, -2.070, -3.110], [3.554, -2.325, -1.801], [2.230, -3.334, -1.216], [4.718, -1.506, -0.140], [3.947, -1.218, 1.432], [3.767, 0.566, -1.046], [4.696, 0.891, 0.426], [1.732, 2.209, 1.892], [3.489, 2.430, 1.815], [2.603, 1.205, 3.890], [3.856, 0.314, 3.015], [1.727, -0.927, 4.706], [0.802, -1.818, 3.484], [0.329, 1.058, 4.413], [-0.673, -0.344, 4.815], [-2.404, 0.113, 1.767], [-2.549, -0.538, 3.406], [-2.442, -2.259, 1.617], [-1.262, -2.490, 2.915], [-0.316, 3.818, 0.166], [-0.248, 3.171, -1.407], [0.894, 3.357, -2.197], [0.515, 3.063, -3.572], [-0.613, 2.055, -3.318], [-1.147, 2.433, -2.005], [1.415, 4.196, -1.997], [1.341, 2.649, -4.151], [0.131, 3.952, -4.088], [-0.219, 1.029, -3.279], [-1.384, 2.085, -4.088], [-2.235, 1.390, -1.252], [-4.566, -0.804, -0.640], [-4.057, 0.588, -0.977], [-4.439, 0.999, -2.392], [-2.656, 0.587, -0.809], [-5.654, -0.849, -0.694], [-4.256, -1.084, 0.369], [-4.147, -1.525, -1.347], [-4.512, 1.302, -0.274], [-4.024, 0.286, -3.109], [-4.043, 1.989, -2.621], [-5.524, 1.023, -2.505]]}

3.
{"formula": "C18H37NO2P2Zr", "method": "the ωB97M-V functional and the def2-TZVPD basis", "e_above_lowest_kj_mol": 0.00, "homo_ev": [-4.623, -4.623], "charge": 0, "gap_ev": [5.2, 5.2], "multiplicity": 1, "largest_force_ev_per_a": 4.1, "e_tot_ev": -44707.65745, "species": ["Zr", "P", "P", "N", "H", "C", "H", "H", "H", "C", "H", "H", "H", "C", "H", "H", "H", "C", "H", "H", "H", "C", "H", "H", "H", "C", "H", "H", "H", "C", "C", "C", "C", "C", "C", "H", "H", "H", "H", "H", "C", "O", "C", "H", "H", "H", "C", "H", "H", "H", "C", "C", "C", "O", "H", "H", "H", "H", "H", "H", "H"], "xyz": [[-0.315, 1.047, -0.207], [-0.363, -3.360, 2.015], [1.983, 2.325, -0.514], [-0.162, 0.015, -1.882], [0.049, -2.599, 3.195], [-2.013, -2.897, 1.453], [-2.384, -3.668, 0.763], [-1.990, -1.928, 0.938], [-2.699, -2.833, 2.309], [-0.401, -5.061, 2.594], [-1.254, -5.580, 2.139], [-0.511, -5.059, 3.686], [0.535, -5.568, 2.325], [0.808, -3.251, 0.650], [1.749, -3.742, 0.933], [1.005, -2.204, 0.392], [0.398, -3.757, -0.235], [1.751, 3.993, -1.219], [2.273, 4.737, -0.603], [0.681, 4.244, -1.253], [2.154, 4.018, -2.240], [3.076, 2.632, 0.909], [3.254, 3.710, 1.014], [4.033, 2.113, 0.767], [2.600, 2.258, 1.826], [3.099, 1.531, -1.721], [3.373, 2.254, -2.498], [2.596, 0.676, -2.190], [4.002, 1.180, -1.207], [-0.051, -0.831, -2.892], [-0.906, -1.756, -4.995], [-1.004, -0.833, -3.968], [1.013, -1.800, -2.938], [1.089, -2.715, -3.977], [0.137, -2.700, -5.009], [-1.643, -1.745, -5.799], [-1.804, -0.090, -3.927], [1.741, -1.794, -2.120], [1.900, -3.445, -3.989], [0.207, -3.422, -5.825], [0.106, -0.918, 2.579], [-0.091, -0.223, 1.385], [-0.926, -0.509, 3.598], [-0.857, 0.571, 3.800], [-0.786, -1.030, 4.554], [-1.939, -0.719, 3.231], [1.551, -0.834, 3.002], [1.866, 0.215, 3.109], [2.200, -1.307, 2.254], [1.719, -1.329, 3.967], [-3.801, 3.063, 0.480], [-2.567, 3.512, -0.277], [-2.027, 4.848, 0.191], [-1.552, 2.507, -0.204], [-3.577, 2.888, 1.540], [-4.205, 2.137, 0.061], [-4.585, 3.826, 0.417], [-2.852, 3.619, -1.329], [-1.698, 4.796, 1.236], [-1.181, 5.175, -0.419], [-2.803, 5.618, 0.121]]}

4.
{"formula": "C18H37O19Tl", "method": "the ωB97M-V functional and the def2-TZVPD basis", "e_above_lowest_kj_mol": 0.00, "homo_ev": -15.692, "charge": 2, "gap_ev": 2.8, "multiplicity": 1, "largest_force_ev_per_a": 1.7, "e_tot_ev": -62839.16536, "species": ["Tl", "O", "H", "C", "O", "C", "O", "O", "C", "H", "H", "H", "H", "H", "H", "C", "O", "C", "O", "O", "C", "H", "H", "H", "H", "H", "H", "C", "O", "C", "O", "O", "C", "H", "H", "H", "H", "H", "H", "C", "O", "C", "O", "O", "C", "H", "H", "H", "H", "H", "H", "C", "O", "C", "O", "O", "C", "H", "H", "H", "H", "H", "H", "C", "O", "C", "O", "O", "C", "H", "H", "H", "H", "H", "H"], "xyz": [[-2.445, 1.180, -2.376], [-0.721, 0.443, -0.245], [-0.454, 0.116, 0.635], [-6.217, -1.596, 2.317], [-4.994, -2.296, 2.320], [-3.877, -1.596, 2.312], [-3.808, -0.392, 2.273], [-2.865, -2.457, 2.380], [-1.574, -1.891, 2.403], [-6.497, -1.205, 3.302], [-7.039, -2.279, 2.113], [-6.219, -0.741, 1.642], [-0.873, -2.681, 2.162], [-1.317, -1.464, 3.377], [-1.436, -1.011, 1.753], [4.411, -2.673, -3.044], [3.554, -3.207, -2.025], [3.360, -2.463, -0.958], [3.981, -1.443, -0.731], [2.509, -3.084, -0.170], [2.210, -2.465, 1.082], [5.423, -2.455, -2.712], [3.947, -1.780, -3.463], [4.433, -3.448, -3.804], [1.778, -3.097, 1.856], [1.440, -1.718, 0.868], [3.131, -2.046, 1.487], [1.123, -0.896, -5.546], [1.172, -1.802, -4.425], [0.259, -1.663, -3.510], [-0.630, -0.837, -3.485], [0.418, -2.602, -2.594], [-0.536, -2.670, -1.547], [2.007, -0.895, -6.175], [0.923, 0.108, -5.174], [0.279, -1.231, -6.147], [-0.640, -1.668, -1.114], [-0.252, -3.374, -0.771], [-1.513, -2.979, -1.921], [1.193, 0.886, 2.365], [2.230, 0.400, 3.157], [2.042, -0.736, 3.833], [0.973, -1.311, 3.814], [3.122, -1.007, 4.489], [3.097, -2.068, 5.444], [1.569, 1.641, 1.681], [0.427, 1.331, 3.006], [0.756, 0.062, 1.784], [2.713, -3.041, 5.141], [2.515, -1.754, 6.311], [4.112, -2.229, 5.794], [-3.679, 5.991, 1.102], [-3.762, 4.862, 0.225], [-3.439, 3.641, 0.609], [-3.453, 2.700, -0.150], [-3.067, 3.621, 1.888], [-2.386, 2.496, 2.439], [-4.425, 5.920, 1.897], [-3.959, 6.851, 0.505], [-2.725, 6.077, 1.614], [-2.178, 1.730, 1.693], [-2.975, 2.002, 3.207], [-1.479, 2.909, 2.878], [2.173, 1.296, -1.001], [2.417, 2.147, -2.066], [1.538, 2.348, -3.055], [0.420, 1.910, -3.068], [2.203, 2.972, -3.999], [1.480, 3.304, -5.195], [2.133, 0.258, -1.368], [1.131, 1.418, -0.566], [2.960, 1.408, -0.263], [1.932, 4.155, -5.696], [0.471, 3.630, -4.941], [1.467, 2.440, -5.855]]}